w.
Density functional theory data (ωB97M-V with the def2-TZVPD basis set) for 2 unconnected molecules or ions with the total composition CH5NO2.

Each line ends with the natural charge from an NBO analysis.
Atoms and positions in Å:
1 C 0.38 -0.20 -0.46  0.5118
2 N -0.45 -0.64 -1.41  -0.8215
3 O 0.79 -1.12 0.28  -0.6526
4 H 0.97 0.72 -0.58  0.1496
5 H -1.01 -1.44 -1.16  0.4128
6 H -0.53 -0.09 -2.28  0.3909
7 H -0.10 0.96 2.03  0.4978
8 H -0.91 2.28 1.61  0.4780
9 O -0.48 1.53 1.34  -0.9669

Calculated values
SMILES: NC=O.O
Orbital gap: 0.376 Ha
LUMO level: 0.84 eV

x.
Density functional theory data (ωB97M-V with the def2-TZVPD basis set) for 2 unconnected molecules or ions with the total composition CH5NO2.

Each line ends with the natural charge from an NBO analysis.
Atoms and positions in Å:
1 O -0.23 -0.97 -0.11  -0.6093
2 C -1.15 -0.47 0.52  0.5245
3 N -1.76 -0.88 1.62  -0.8101
4 H -1.52 0.55 0.27  0.0890
5 H -1.44 -1.74 2.08  0.4016
6 H -2.54 -0.34 2.01  0.4041
7 O 2.53 1.48 -2.19  -0.9410
8 H 3.38 1.61 -2.66  0.4661
9 H 2.72 0.77 -1.53  0.4750

Calculated values
SMILES: NC=O.O
Orbital gap: 0.398 Ha
LUMO level: 0.87 eV

Which is most stable, and by how much? x, by 0.593 eV.

w.
Density functional theory data (ωB97M-V with the def2-TZVPD basis set) for C24H29N3O3 in the gas phase.

Each line ends with the natural charge from an NBO analysis.
Atoms and positions in Å:
1 C -4.83 -2.01 -1.79  -0.6151
2 H -5.91 -2.03 -1.64  0.2139
3 H -4.38 -2.78 -1.17  0.1987
4 H -4.61 -2.23 -2.83  0.2107
5 C -4.29 -0.63 -1.43  -0.2115
6 N -4.80 -0.17 -0.15  -0.4439
7 C -4.68 1.26 0.09  -0.2145
8 C -3.39 1.64 0.85  -0.2510
9 N -2.37 0.64 0.56  -0.4755
10 C -2.75 -0.61 1.20  -0.2447
11 C -4.26 -0.88 0.99  -0.2343
12 H -4.44 -1.95 0.88  0.2101
13 H -4.83 -0.54 1.87  0.1952
14 H -2.53 -0.59 2.29  0.1782
15 H -2.16 -1.42 0.76  0.2120
16 C -1.02 1.05 0.93  -0.0632
17 C -0.02 -0.06 0.75  -0.0923
18 C 0.96 -0.27 1.71  -0.1786
19 C 1.99 -1.17 1.50  -0.2994
20 C 2.05 -1.89 0.31  0.3105
21 C 1.04 -1.72 -0.63  -0.2696
22 C 0.03 -0.82 -0.42  -0.1377
23 H -0.73 -0.68 -1.18  0.2072
24 H 1.08 -2.30 -1.54  0.2191
25 O 3.03 -2.78 -0.02  -0.4985
26 C 4.12 -2.93 0.86  -0.2552
27 H 4.64 -1.98 1.02  0.1902
28 H 4.80 -3.63 0.38  0.1969
29 H 3.80 -3.34 1.83  0.1727
30 H 2.75 -1.29 2.26  0.2249
31 H 0.95 0.30 2.62  0.2198
32 H -0.97 1.42 1.97  0.1985
33 C -0.57 2.22 -0.01  0.0159
34 O -0.93 1.96 -1.33  -0.7330
35 H -1.75 1.44 -1.28  0.4915
36 C 0.93 2.41 0.24  0.5795
37 O 1.27 3.01 1.24  -0.5706
38 C 1.87 1.77 -0.66  -0.2626
39 C 1.72 1.34 -1.95  0.0778
40 N 2.84 0.71 -2.37  -0.5311
41 C 3.76 0.69 -1.36  0.1909
42 C 5.03 0.13 -1.31  -0.2588
43 C 5.74 0.28 -0.13  -0.2255
44 C 5.19 0.95 0.97  -0.2409
45 C 3.93 1.51 0.92  -0.1796
46 C 3.20 1.38 -0.26  -0.0750
47 H 3.51 2.03 1.76  0.2383
48 H 5.78 1.04 1.87  0.2117
49 H 6.73 -0.15 -0.05  0.2125
50 H 5.45 -0.39 -2.15  0.2127
51 H 2.97 0.30 -3.28  0.4150
52 H 0.87 1.47 -2.60  0.2420
53 H -1.05 3.16 0.34  0.1826
54 H -3.59 1.70 1.93  0.1688
55 H -3.06 2.62 0.52  0.2115
56 H -4.72 1.78 -0.87  0.1976
57 H -5.55 1.57 0.68  0.1942
58 H -3.19 -0.64 -1.47  0.1673
59 H -4.64 0.08 -2.19  0.1936

Calculated values
SMILES: CCN1CCN([C@@H](c2ccc(OC)cc2)[C@H](O)C(=O)c2c[nH]c3ccccc23)CC1
Orbital gap: 0.313 Ha
LUMO level: 0.66 eV

x.
Density functional theory data (ωB97M-V with the def2-TZVPD basis set) for C24H29N3O3 in the gas phase.

Each line ends with the natural charge from an NBO analysis.
Atoms and positions in Å:
1 O 3.68 0.65 -3.31  -0.6265
2 C 3.81 -0.23 -2.47  0.6704
3 N 4.89 -1.04 -2.43  -0.4402
4 C 5.16 -1.99 -1.38  -0.2084
5 H 4.44 -1.80 -0.57  0.2215
6 C 6.58 -1.88 -0.81  -0.4146
7 H 7.28 -2.44 -1.44  0.1964
8 H 6.58 -2.36 0.17  0.2168
9 C 7.08 -0.44 -0.68  -0.4055
10 C 7.78 0.06 -1.95  -0.3914
11 C 6.83 0.34 -3.11  -0.4065
12 H 6.19 1.19 -2.88  0.2179
13 C 5.91 -0.84 -3.45  -0.2239
14 H 6.48 -1.76 -3.57  0.1927
15 H 5.39 -0.62 -4.38  0.2336
16 H 7.41 0.59 -4.00  0.2094
17 H 8.31 0.99 -1.72  0.2091
18 H 8.52 -0.68 -2.25  0.1894
19 H 6.24 0.22 -0.44  0.2001
20 H 7.79 -0.39 0.14  0.2112
21 H 5.00 -3.01 -1.75  0.1880
22 C 2.74 -0.46 -1.45  -0.1627
23 C 2.01 -1.65 -1.41  -0.1663
24 C 0.97 -1.80 -0.53  -0.2599
25 C 0.62 -0.77 0.34  0.3067
26 C 1.34 0.42 0.31  -0.2676
27 C 2.38 0.57 -0.59  -0.1633
28 H 2.92 1.50 -0.63  0.2229
29 H 1.10 1.24 0.96  0.2124
30 O -0.42 -1.05 1.18  -0.5117
31 C -0.93 -0.05 2.05  0.1024
32 C -1.79 0.97 1.29  -0.4401
33 H -2.10 1.75 1.98  0.2126
34 H -1.22 1.42 0.48  0.2252
35 C -3.03 0.27 0.71  -0.2193
36 N -3.77 -0.38 1.75  -0.4294
37 C -5.03 -0.08 2.15  0.6640
38 O -5.60 -0.69 3.04  -0.6149
39 C -5.70 1.06 1.45  -0.1579
40 C -6.80 0.83 0.63  -0.1473
41 C -7.45 1.92 0.06  -0.2501
42 C -6.96 3.19 0.34  0.0360
43 N -5.93 3.41 1.13  -0.4114
44 C -5.32 2.38 1.67  0.0430
45 H -4.49 2.61 2.33  0.1910
46 H -7.43 4.07 -0.09  0.1948
47 H -8.30 1.78 -0.58  0.2225
48 H -7.15 -0.18 0.45  0.2267
49 C -3.01 -1.40 2.45  -0.2307
50 C -1.78 -0.78 3.10  -0.4175
51 H -2.09 -0.06 3.86  0.2144
52 H -1.18 -1.56 3.57  0.2240
53 H -2.70 -2.17 1.73  0.2012
54 H -3.67 -1.85 3.20  0.2512
55 H -2.70 -0.49 -0.01  0.2034
56 H -3.66 0.99 0.19  0.2289
57 H -0.10 0.46 2.55  0.1852
58 H 0.40 -2.72 -0.50  0.2247
59 H 2.26 -2.45 -2.09  0.2176

Calculated values
SMILES: O=C(c1ccc(OC2CCN(C(=O)c3cccnc3)CC2)cc1)N1CCCCCC1
Orbital gap: 0.343 Ha
LUMO level: 0.64 eV

Which is most stable, and by how much? x, by 1.412 eV.

w.
Density functional theory data (ωB97M-V with the def2-TZVPD basis set) for C19H22N2O5S in the gas phase.

Each line ends with the natural charge from an NBO analysis.
Atoms and positions in Å:
1 C 1.41 0.06 -3.29  -0.4320
2 N 1.70 -1.33 -2.97  -0.8641
3 S 2.92 -1.56 -1.84  2.2934
4 O 3.39 -2.90 -2.01  -0.9360
5 O 3.87 -0.48 -1.90  -0.9323
6 C 1.98 -1.44 -0.33  -0.2627
7 C 1.78 -0.20 0.25  -0.1807
8 C 0.99 -0.11 1.38  -0.1808
9 C 0.43 -1.26 1.94  -0.1255
10 C 0.66 -2.50 1.36  -0.2106
11 C 1.43 -2.59 0.21  -0.1646
12 H 1.62 -3.53 -0.29  0.2459
13 H 0.22 -3.39 1.79  0.2285
14 H -0.18 -1.17 2.82  0.2401
15 C 0.63 1.20 1.98  0.8034
16 O -0.01 1.32 3.01  -0.6283
17 O 1.02 2.22 1.22  -0.4882
18 C 0.61 3.54 1.61  -0.1644
19 H 1.31 4.22 1.12  0.2235
20 H 0.65 3.64 2.70  0.2089
21 C -0.82 3.80 1.08  0.6429
22 O -1.02 4.45 0.08  -0.6090
23 N -1.77 3.21 1.82  -0.6240
24 H -1.49 2.63 2.60  0.4258
25 C -3.13 3.07 1.34  -0.2244
26 C -3.28 1.83 0.45  -0.3966
27 H -2.58 1.93 -0.38  0.2105
28 H -4.29 1.82 0.03  0.2112
29 C -3.02 0.53 1.20  -0.4514
30 C -2.78 -0.64 0.28  0.0838
31 C -3.62 -1.74 0.29  -0.2517
32 C -3.38 -2.83 -0.54  -0.1925
33 C -2.28 -2.82 -1.38  -0.2310
34 C -1.44 -1.72 -1.41  -0.2064
35 C -1.69 -0.64 -0.58  -0.2569
36 H -1.03 0.21 -0.60  0.2039
37 H -0.58 -1.71 -2.06  0.2242
38 H -2.09 -3.67 -2.02  0.2122
39 H -4.04 -3.68 -0.51  0.2108
40 H -4.48 -1.76 0.95  0.2078
41 H -2.13 0.64 1.83  0.2108
42 H -3.86 0.31 1.86  0.2075
43 H -3.37 3.96 0.77  0.2296
44 H -3.79 3.00 2.21  0.1967
45 H 2.25 0.67 -0.18  0.2577
46 H 1.91 -1.89 -3.79  0.4054
47 H 0.98 0.52 -2.41  0.2023
48 H 2.32 0.61 -3.57  0.2101
49 H 0.69 0.10 -4.11  0.2173

Calculated values
SMILES: CNS(=O)(=O)c1cccc(C(=O)OCC(=O)NCCCc2ccccc2)c1
Orbital gap: 0.329 Ha
LUMO level: -0.21 eV

x.
Density functional theory data (ωB97M-V with the def2-TZVPD basis set) for C19H22N2O5S in the gas phase.

Each line ends with the natural charge from an NBO analysis.
Atoms and positions in Å:
1 C -1.24 -6.72 -4.66  -0.2517
2 H -1.19 -7.46 -5.45  0.2003
3 O -0.36 -5.69 -5.04  -0.4928
4 C -0.22 -4.61 -4.22  0.2876
5 C -0.87 -4.44 -3.01  -0.3072
6 C -0.65 -3.30 -2.24  -0.1679
7 C 0.24 -2.33 -2.68  0.0995
8 C 0.90 -2.51 -3.89  -0.2131
9 C 0.68 -3.63 -4.65  -0.2421
10 H 1.18 -3.78 -5.59  0.2258
11 H 1.59 -1.75 -4.24  0.2078
12 N 0.51 -1.16 -1.95  -0.5923
13 C -0.05 -0.72 -0.80  0.6487
14 O -0.92 -1.30 -0.18  -0.6044
15 C 0.52 0.57 -0.31  -0.1286
16 C 0.69 0.72 1.07  -0.1557
17 C 1.22 1.88 1.58  -0.3398
18 C 1.60 2.92 0.76  -0.1444
19 C 1.42 2.80 -0.61  -0.2534
20 C 0.88 1.64 -1.15  0.3072
21 O 0.75 1.55 -2.52  -0.5386
22 C -0.58 1.66 -2.99  -0.2481
23 H -0.99 2.65 -2.78  0.1806
24 H -1.23 0.90 -2.54  0.1834
25 H -0.53 1.50 -4.07  0.2013
26 H 1.70 3.60 -1.28  0.2327
27 H 2.02 3.81 1.20  0.2412
28 S 1.41 2.08 3.35  2.3118
29 O 2.63 2.80 3.60  -0.9389
30 O 1.23 0.81 3.99  -0.9412
31 N 0.13 3.14 3.63  -0.6631
32 C 0.31 4.05 4.76  -0.2410
33 H -0.06 5.04 4.46  0.1983
34 C -0.50 3.48 5.94  -0.4284
35 H 0.14 3.24 6.78  0.2190
36 H -1.25 4.20 6.27  0.2069
37 C -1.17 2.22 5.37  -0.4258
38 H -2.19 2.08 5.73  0.2153
39 H -0.58 1.34 5.60  0.2293
40 C -1.12 2.45 3.86  -0.2332
41 H -1.94 3.11 3.53  0.1983
42 H -1.14 1.53 3.28  0.2242
43 H 1.38 4.13 4.96  0.2393
44 H 0.41 -0.09 1.73  0.2592
45 H 1.19 -0.55 -2.39  0.4156
46 H -1.17 -3.18 -1.31  0.2466
47 H -1.57 -5.17 -2.64  0.2201
48 H -2.27 -6.35 -4.56  0.1753
49 H -0.93 -7.18 -3.71  0.1762

Calculated values
SMILES: COc1ccc(NC(=O)c2cc(S(=O)(=O)N3CCCC3)ccc2OC)cc1
Orbital gap: 0.308 Ha
LUMO level: 0.36 eV

Which is most stable, and by how much? w, by 1.460 eV.

w.
Density functional theory data (ωB97M-V with the def2-TZVPD basis set) for FHN2O2S in the gas phase.

Each line ends with the natural charge from an NBO analysis.
Atoms and positions in Å:
1 N 3.45 -0.14 -0.57  0.1471
2 N 2.70 -0.10 0.40  0.1320
3 O 1.45 0.13 0.55  -0.4981
4 O -0.36 1.66 0.19  -0.8641
5 F 4.72 -0.42 0.09  -0.2572
6 S 0.21 0.55 -0.52  1.3448
7 H 1.45 1.14 -1.34  -0.0044

Calculated values
Orbital gap: 0.378 Ha
LUMO level: -0.63 eV

x.
Density functional theory data (ωB97M-V with the def2-TZVPD basis set) for FHN2O2S in the gas phase.

Each line ends with the natural charge from an NBO analysis.
Atoms and positions in Å:
1 N -0.82 -0.80 0.65  0.0810
2 N -0.29 -0.58 -0.45  0.5185
3 O -0.57 -0.78 -1.58  -0.3362
4 O 0.98 0.15 -0.38  -0.5464
5 F -2.04 -1.36 0.58  -0.1851
6 S 1.62 1.12 0.79  0.3842
7 H 1.13 2.25 0.38  0.0840

Calculated values
SMILES: [O-]/[N+](=N\F)OS
Orbital gap: 0.368 Ha
LUMO level: -0.24 eV

Which is most stable, and by how much? w, by 0.216 eV.

w.
Density functional theory data (ωB97M-V with the def2-TZVPD basis set) for 2 unconnected molecules or ions with the total composition C3H9NS2.

Each line ends with the natural charge from an NBO analysis.
Atoms and positions in Å:
1 C 0.67 0.10 -3.15  -0.7487
2 S -0.69 0.90 -2.27  0.0999
3 S -2.30 -0.27 -2.95  -0.1427
4 H 0.38 0.02 -4.20  0.2225
5 H 0.83 -0.94 -2.85  0.2132
6 H 1.53 0.73 -3.02  0.2343
7 H -1.56 -1.39 -3.00  0.1229
8 C -0.29 -0.99 2.75  -0.5246
9 C -0.20 0.33 2.54  0.0138
10 N 0.91 1.14 2.53  -0.8334
11 H 0.52 -1.66 2.47  0.1847
12 H -1.25 -1.41 3.03  0.2035
13 H -1.19 0.78 2.53  0.1874
14 H 1.82 0.70 2.50  0.3807
15 H 0.82 1.97 3.09  0.3864

Calculated values
SMILES: C=CN.CSS
Orbital gap: 0.319 Ha
LUMO level: 0.57 eV

x.
Density functional theory data (ωB97M-V with the def2-TZVPD basis set) for 2 unconnected molecules or ions with the total composition C3H9NS2.

Each line ends with the natural charge from an NBO analysis.
Atoms and positions in Å:
1 N 1.82 -1.52 -0.57  -0.8488
2 C 0.66 -0.69 -0.83  -0.2362
3 C 0.89 0.77 -0.41  -0.6423
4 S 1.47 0.84 1.25  0.0571
5 S -2.29 0.02 -0.58  0.1075
6 C -2.26 0.57 1.14  -0.8158
7 H 2.08 -1.28 0.41  0.3648
8 H 2.61 -1.38 -1.24  0.3569
9 H 0.33 -0.85 -1.85  0.2040
10 H -0.17 -1.04 -0.19  0.1945
11 H 1.68 1.20 -1.07  0.2525
12 H -0.02 1.37 -0.57  0.2613
13 H -1.31 0.27 1.66  0.2507
14 H -2.38 1.66 1.18  0.2278
15 H -3.11 0.04 1.68  0.2660

Calculated values
Orbital gap: 0.155 Ha
LUMO level: -4.07 eV

Which is most stable, and by how much? w, by 3.309 eV.